1.
10 unconnected molecules or ions with the total composition C29H59BCl18FN3O3P. Source: OMol25; level of theory: ωB97M-V with the def2-TZVPD basis set.

The energy above the lowest of the compared OMol25 structures with the same formula, charge and spin is 0.0 kJ/mol. The value obtained for the HOMO energy is -11.057 eV. The multiplicity is 1. As for the total charge: +1.

Last column: Löwdin charge in e.
Element x y z (Å)
C1 4.3966 -0.4435 -2.5260  -0.156
C2 2.9584 -0.9358 -2.7703  -0.119
B1 2.1841 -1.0291 -1.4150  -0.459
O1 2.5352 -0.2578 -0.3645  0.218
N1 1.0411 -2.0121 -1.2174  0.145
C3 1.1023 -3.2576 -1.6839  -0.006
N2 -0.0046 -3.9023 -1.3459  -0.020
C4 -0.2047 -5.3011 -1.7149  -0.081
C5 -1.0313 -5.4394 -3.0115  -0.154
F1 -1.6213 -4.2403 -3.3405  -0.022
C6 -0.8441 -3.0447 -0.6391  -0.200
P1 -2.5500 -3.4518 0.0417  0.952
N3 -2.3169 -3.2244 1.7320  -0.143
O2 -2.5688 -5.0943 -0.0482  -0.346
C7 -0.1806 -1.8455 -0.5645  -0.166
C8 -0.5252 -0.5268 0.0640  -0.114
C9 -2.0046 -0.2220 0.3071  -0.194
C10 -2.8948 -0.3348 -0.9351  -0.234
O3 -4.1933 -0.7609 -0.5334  -0.247
C11 -5.1672 0.2451 -0.7100  -0.144
H1 4.9439 -0.4427 -3.4649  0.071
H2 4.9182 -1.0594 -1.8009  0.044
H3 4.3804 0.5770 -2.1523  0.069
H4 2.4232 -0.2450 -3.4237  0.120
H5 2.9889 -1.9363 -3.2078  0.094
H6 2.1184 -0.5524 0.4525  0.111
H7 1.9219 -3.6866 -2.2328  0.168
H8 0.7841 -5.7168 -1.9020  0.130
H9 -0.6354 -5.8832 -0.9180  0.090
H10 -1.7762 -6.2221 -2.8805  0.121
H11 -0.3881 -5.7407 -3.8377  0.121
H12 -2.3562 -4.0938 2.2530  -0.003
H13 -1.4682 -2.7222 1.9611  0.040
H14 -2.0189 -5.4616 0.6633  -0.047
H15 0.0597 -0.4319 0.9810  0.126
H16 -0.1520 0.2440 -0.6159  0.133
H17 -2.0312 0.8173 0.6319  0.079
H18 -2.3774 -0.7986 1.1479  0.038
H19 -3.0031 0.6470 -1.3946  0.057
H20 -2.5226 -1.0766 -1.6440  0.106
H21 -4.9127 1.1627 -0.1743  0.053
H22 -6.1200 -0.1123 -0.3253  0.092
H23 -5.3077 0.4548 -1.7722  0.065
Cl1 7.3056 0.2517 -1.5272  0.588
C12 8.9581 0.5783 -2.1266  -0.628
C13 8.9564 1.5365 -3.2861  -0.715
Cl2 8.2254 0.8178 -4.7473  0.538
H24 9.4079 -0.3741 -2.3940  0.070
H25 9.5183 1.0094 -1.2989  0.077
H26 9.9745 1.8116 -3.5438  -0.018
H27 8.4088 2.4440 -3.0526  0.020
Cl3 -5.6725 4.3293 -0.3499  0.566
C14 -5.4053 4.8532 -2.0335  -0.648
C15 -5.3363 3.6878 -2.9843  -0.634
Cl4 -3.8705 2.7001 -2.7349  0.591
H28 -4.4929 5.4427 -2.0585  0.070
H29 -6.2433 5.4931 -2.3032  0.076
H30 -5.3022 4.0507 -4.0097  0.075
H31 -6.1981 3.0340 -2.8755  0.071
Cl5 -2.2269 2.7799 2.7425  0.546
C16 -4.0150 2.8085 2.7737  -0.662
C17 -4.5846 1.6670 3.5707  -0.650
Cl6 -4.3063 0.0960 2.7630  0.615
H32 -4.3638 2.7832 1.7442  0.021
H33 -4.3026 3.7616 3.2187  -0.014
H34 -5.6607 1.7899 3.6708  0.069
H35 -4.1509 1.6143 4.5651  0.050
Cl7 9.0605 5.0638 -2.2598  0.542
C18 7.2879 5.1600 -2.1282  -0.668
C19 6.8470 5.9839 -0.9468  -0.661
Cl8 7.2219 5.1880 0.6037  0.537
H36 6.8999 4.1452 -2.0673  0.063
H37 6.9276 5.6167 -3.0486  0.038
H38 5.7677 6.1220 -0.9811  0.073
H39 7.3242 6.9602 -0.9454  0.070
Cl9 -2.2847 -8.6203 0.0307  0.573
C20 -2.2371 -9.1606 1.7319  -0.643
C21 -2.6802 -8.0733 2.6727  -0.607
Cl10 -1.5001 -6.7272 2.7199  0.593
H40 -1.2254 -9.4930 1.9474  0.076
H41 -2.9065 -10.0147 1.8121  0.049
H42 -2.7568 -8.4618 3.6858  0.081
H43 -3.6423 -7.6597 2.3832  0.079
Cl11 8.2340 5.6260 -5.5484  0.553
C22 9.7495 5.4982 -6.4834  -0.640
C23 10.2106 4.0742 -6.6417  -0.628
Cl12 10.7484 3.3600 -5.1013  0.607
H44 10.4961 6.1110 -5.9854  0.072
H45 9.5497 5.9199 -7.4667  0.075
H46 11.0584 4.0405 -7.3235  0.076
H47 9.4202 3.4404 -7.0364  0.069
Cl13 -2.9163 -12.3618 0.0306  0.554
C24 -2.9980 -11.7076 -1.6283  -0.681
C25 -2.8813 -12.7917 -2.6678  -0.665
Cl14 -1.2528 -13.5132 -2.6986  0.544
H48 -2.2089 -10.9693 -1.7331  0.033
H49 -3.9597 -11.2066 -1.7245  0.073
H50 -3.0631 -12.3692 -3.6544  0.074
H51 -3.5976 -13.5900 -2.4930  0.069
Cl15 -4.1786 5.7010 4.7320  0.591
C26 -4.3666 5.6312 6.5104  -0.697
C27 -4.3731 4.2173 7.0251  -0.640
Cl16 -5.8445 3.3341 6.5350  0.564
H52 -5.2772 6.1537 6.7734  -0.010
H53 -3.5240 6.1723 6.9341  0.055
H54 -4.3570 4.2286 8.1136  0.073
H55 -3.5114 3.6571 6.6691  0.068
Cl17 -3.6715 9.9906 6.8541  0.547
C28 -3.8748 9.9600 8.6239  -0.660
C29 -3.8741 8.5522 9.1572  -0.632
Cl18 -5.3275 7.6491 8.6470  0.612
H56 -4.7998 10.4761 8.8658  0.070
H57 -3.0417 10.5130 9.0539  0.075
H58 -3.8721 8.5640 10.2455  0.075
H59 -3.0009 8.0017 8.8148  0.066

Cartesian forces (eV/Å) of the 2 atoms listed first:
-0.503 0.186 -0.473
0.249 -0.257 1.064

2.
6 unconnected molecules or ions with the total composition C36H40B3F5O4. Source: OMol25; level of theory: ωB97M-V with the def2-TZVPD basis set.

The value obtained for the HOMO energy is -9.105 eV. The multiplicity is 1.

Last column: Löwdin charge in e.
Element x y z (Å)
C1 3.8829 -4.8763 2.1849  -0.089
C2 4.8162 -4.3290 1.1021  -0.244
C3 4.4797 -4.8872 -0.2981  -0.057
B1 3.2386 -4.1448 -0.8891  -0.521
O1 3.0780 -2.7692 -0.7867  0.287
B2 1.8578 -2.4331 -0.2039  -0.555
C4 1.7716 -1.3744 0.9377  0.056
O2 0.7380 -3.1271 -0.6495  0.300
B3 0.9967 -4.4818 -0.7679  -0.502
C5 0.1065 -5.5698 -0.0699  -0.073
O3 -1.2591 -5.1934 0.0626  -0.199
C6 -1.5352 -4.5110 1.2636  -0.098
O4 2.1573 -4.8418 -1.4338  0.299
H1 2.9681 -4.2856 2.2736  0.073
H2 3.5837 -5.9037 1.9763  0.076
H3 4.3745 -4.8675 3.1554  0.072
H4 5.8406 -4.6013 1.3497  0.104
H5 4.7399 -3.2431 1.0976  0.102
H6 4.2154 -5.9391 -0.1944  0.110
H7 5.3553 -4.7900 -0.9398  0.115
H8 1.6500 -0.3844 0.4966  0.076
H9 0.9191 -1.5775 1.5832  0.070
H10 2.6695 -1.3977 1.5518  0.073
H11 0.1687 -6.5344 -0.5718  0.128
H12 0.5474 -5.7257 0.9276  0.131
H13 -2.4417 -3.9305 1.1128  0.093
H14 -1.6848 -5.2108 2.0898  0.093
H15 -0.7414 -3.8069 1.5217  0.083
F1 0.4946 1.6598 2.8097  0.052
C7 -0.1402 2.3291 1.8238  -0.292
C8 0.5617 3.2717 1.1008  -0.032
C9 -0.0947 3.9529 0.0843  -0.088
C10 -1.4309 3.6893 -0.1869  -0.082
C11 -2.1123 2.7390 0.5596  -0.078
C12 -1.4667 2.0459 1.5730  -0.017
H16 1.6011 3.4603 1.3362  0.112
H17 0.4355 4.6884 -0.5028  0.084
H18 -1.9376 4.2223 -0.9774  0.086
H19 -3.1543 2.5354 0.3534  0.111
H20 -1.9771 1.2971 2.1634  0.120
F2 -5.4380 -8.3457 -0.4553  0.052
C13 -4.6639 -8.0814 -1.5298  -0.285
C14 -4.7772 -8.8874 -2.6444  -0.022
C15 -3.9797 -8.6093 -3.7449  -0.089
C16 -3.0881 -7.5458 -3.7152  -0.097
C17 -2.9943 -6.7531 -2.5794  -0.078
C18 -3.7883 -7.0174 -1.4743  -0.012
H21 -5.4756 -9.7132 -2.6425  0.116
H22 -4.0570 -9.2276 -4.6293  0.102
H23 -2.4678 -7.3355 -4.5760  0.099
H24 -2.2998 -5.9246 -2.5442  0.102
H25 -3.7288 -6.4076 -0.5835  0.112
F3 -3.1858 4.5596 2.8551  0.058
C19 -2.3313 5.0274 3.7865  -0.280
C20 -2.7197 5.0080 5.1106  -0.016
C21 -1.8376 5.4862 6.0684  -0.085
C22 -0.5950 5.9773 5.6948  -0.096
C23 -0.2322 5.9873 4.3553  -0.077
C24 -1.1003 5.5061 3.3866  -0.012
H26 -3.6951 4.6249 5.3783  0.117
H27 -2.1244 5.4741 7.1114  0.104
H28 0.0877 6.3514 6.4455  0.100
H29 0.7346 6.3734 4.0592  0.095
H30 -0.8312 5.4990 2.3390  0.104
F4 2.2891 5.7211 -1.5417  0.048
C25 3.1208 6.1748 -0.5784  -0.275
C26 2.7120 6.1346 0.7399  -0.017
C27 3.5816 6.6085 1.7121  -0.076
C28 4.8266 7.1103 1.3620  -0.094
C29 5.2087 7.1382 0.0287  -0.081
C30 4.3535 6.6657 -0.9555  -0.015
H31 1.7390 5.7485 1.0039  0.086
H32 3.2820 6.5826 2.7515  0.100
H33 5.4969 7.4785 2.1264  0.102
H34 6.1771 7.5311 -0.2501  0.105
H35 4.6310 6.6741 -2.0006  0.118
F5 -2.9229 4.1849 -2.9846  0.039
C31 -2.7161 3.2235 -3.9124  -0.284
C32 -1.4420 3.0492 -4.4107  -0.015
C33 -1.2343 2.0568 -5.3570  -0.082
C34 -2.2903 1.2668 -5.7891  -0.096
C35 -3.5616 1.4670 -5.2703  -0.083
C36 -3.7842 2.4521 -4.3194  -0.017
H36 -0.6356 3.6788 -4.0597  0.117
H37 -0.2413 1.9004 -5.7562  0.105
H38 -2.1220 0.4953 -6.5279  0.101
H39 -4.3871 0.8541 -5.6060  0.105
H40 -4.7645 2.6231 -3.8961  0.117

Cartesian forces (eV/Å) of the 2 atoms listed first:
-0.014 0.068 -0.053
-0.078 -0.329 -0.018

3.
A molecular structure, C16H37AsN2O5PbSi2. Source: OMol25; level of theory: ωB97M-V with the def2-TZVPD basis set.

The energy above the lowest of the compared OMol25 structures with the same formula, charge and spin is 63.8 kJ/mol. The value obtained for the HOMO energy is -14.192 eV. The multiplicity is 1. As for the total charge: +2.

Last column: Löwdin charge in e.
Element x y z (Å)
Pb1 1.8439 0.7511 1.1019  1.527
C1 0.4239 5.3629 2.6027  0.010
N1 0.4236 5.0474 1.1695  -0.110
C2 0.4350 6.2547 0.3193  0.001
C3 0.6031 3.8116 0.7313  -0.426
O1 0.7357 2.8391 1.4831  -0.174
C4 0.4711 3.4828 -0.7541  -0.037
O2 1.0974 2.1696 -0.8809  -0.308
C5 1.3333 1.7407 -2.2255  -0.075
C6 2.3022 0.5105 -2.1457  -0.427
O3 2.7892 0.2399 -1.0335  -0.167
N2 2.5450 -0.1239 -3.2516  -0.102
C7 3.4298 -1.3087 -3.2103  0.009
C8 1.8960 0.1227 -4.5686  0.014
H1 1.4226 5.3707 2.9788  0.101
H2 -0.1842 4.6250 3.1515  0.109
H3 -0.0759 6.3249 2.7033  0.103
H4 0.8606 6.1113 -0.7089  0.109
H5 0.9837 7.0117 0.8314  0.087
H6 -0.5974 6.6461 0.2959  0.116
H7 0.9986 4.1633 -1.4065  0.122
H8 -0.6367 3.4537 -0.9352  0.175
H9 1.7791 2.5684 -2.7973  0.146
H10 0.3481 1.5290 -2.6927  0.141
H11 3.5259 -1.6335 -2.1816  0.087
H12 4.4439 -1.1187 -3.5986  0.116
H13 2.9531 -2.0624 -3.8519  0.106
H14 1.5194 1.1922 -4.6581  0.116
H15 1.0381 -0.5159 -4.8114  0.104
H16 2.6248 -0.1334 -5.2935  0.086
C9 -2.2725 -0.5395 -1.9179  -0.199
Si1 -1.4598 -2.0908 -1.1007  0.412
C10 -2.8265 -3.3963 -0.7680  -0.183
C11 0.0507 -2.7369 -2.0093  -0.202
As1 -0.4950 -1.2608 0.8905  0.965
Si2 -1.9026 -1.4481 2.6768  0.319
C12 -2.3932 -3.1817 3.1858  -0.194
C13 -1.1642 -0.5998 4.2099  -0.203
C14 -3.3460 -0.4423 1.9934  -0.213
H17 -1.8411 0.4318 -1.7187  -0.004
H18 -3.2884 -0.5150 -1.4974  0.031
H19 -2.3859 -0.7182 -3.0044  0.044
H20 -3.1794 -3.6675 -1.7577  0.032
H21 -3.6585 -2.9405 -0.1953  0.034
H22 -2.4357 -4.3398 -0.3535  0.043
H23 -0.2436 -2.9473 -3.0534  0.050
H24 0.4369 -3.6949 -1.6611  0.044
H25 0.8608 -2.0032 -2.0010  0.002
H26 -1.6402 -3.8051 3.6819  0.044
H27 -2.6878 -3.7387 2.2566  0.036
H28 -3.2656 -3.0909 3.8395  0.047
H29 -0.2131 -1.0589 4.4074  0.013
H30 -1.7778 -0.7260 5.1380  0.066
H31 -1.0133 0.4402 3.9611  0.013
H32 -3.9873 -1.1576 1.4938  0.017
H33 -3.1110 0.3540 1.2874  0.019
H34 -4.0152 0.0010 2.7771  0.066
C15 2.2300 -3.9016 2.1312  0.035
C16 0.9775 -3.5135 1.5083  -0.604
O4 -0.0221 -4.1125 1.2952  0.103
O5 1.0367 -2.1582 1.1773  -0.505
H35 2.1512 -4.8969 2.6093  0.127
H36 2.5786 -3.1348 2.7875  0.089
H37 2.9709 -3.8428 1.3672  0.096

Cartesian forces (eV/Å) of the 2 atoms listed first:
-0.607 -0.213 -0.248
-1.400 -0.714 -0.097

4.
A molecular structure, C10H38AlO10. Source: OMol25; level of theory: ωB97M-V with the def2-TZVPD basis set.

The value obtained for the HOMO energy is -10.250 eV. The multiplicity is 1. As for the total charge: +1.

Last column: Löwdin charge in e.
Element x y z (Å)
Al1 2.7816 -4.9744 0.6261  0.988
C1 -2.5756 -4.3036 3.7907  -0.189
O1 -1.5097 -5.1969 3.9060  -0.068
H1 -2.6792 -3.6635 4.6668  0.111
H2 -2.3563 -3.6114 2.9778  0.063
H3 -3.4944 -4.8088 3.4929  0.103
C2 -0.4952 0.7310 -0.4970  -0.168
O2 0.4182 -0.3472 -0.7397  -0.114
H4 -0.5188 1.1458 0.5107  0.086
H5 -0.3250 1.4675 -1.2824  0.078
H6 -1.5029 0.3229 -0.5740  0.103
C3 -5.4476 -3.6849 -2.1960  -0.175
O3 -6.5754 -4.2960 -1.6131  -0.118
H7 -4.4815 -4.0276 -1.8254  0.069
H8 -5.5467 -3.9701 -3.2433  0.080
H9 -5.4955 -2.6077 -2.0370  0.075
H10 -6.9554 -4.7325 -2.3791  0.070
C4 -6.7098 1.2380 2.7375  -0.173
O4 -6.3786 1.0430 4.1166  -0.117
H11 -7.2916 2.1493 2.5987  0.077
H12 -5.8384 1.3616 2.0946  0.069
H13 -7.2118 0.3664 2.3177  0.076
H14 -7.2430 0.7161 4.3765  0.067
C5 -0.9522 -0.1830 -6.5158  -0.178
O5 0.1882 -0.4975 -5.7904  -0.132
H15 -0.5429 -0.0340 -7.5150  0.084
H16 -1.6914 -0.9797 -6.4326  0.078
H17 -1.3363 0.7811 -6.1824  0.079
H18 0.1652 -0.1737 -4.8869  0.069
C6 6.9328 -0.7593 -1.2246  -0.214
O6 6.8920 -2.1028 -1.0083  -0.108
H19 7.7781 -0.5067 -1.8647  0.084
H20 5.9891 -0.3027 -1.5231  0.084
H21 7.2758 -0.2210 -0.3411  0.072
H22 7.7562 -2.4479 -1.2446  0.085
C7 4.4918 0.2483 3.7386  -0.144
O7 4.0935 -0.9335 4.4423  -0.149
H23 4.0387 1.1541 4.1416  0.074
H24 5.4942 0.2291 4.1662  0.078
H25 4.4166 0.2528 2.6512  0.075
H26 4.7124 -1.0764 5.1622  0.068
C8 4.2277 -4.4670 -5.6749  -0.196
O8 3.2534 -4.1432 -4.7341  -0.112
H27 3.8679 -4.1751 -6.6616  0.079
H28 5.1380 -3.8750 -5.5794  0.072
H29 4.6061 -5.4779 -5.8268  0.080
H30 2.8250 -3.3622 -5.0922  0.078
C9 2.2698 5.9290 1.3831  -0.195
O9 3.4488 6.0099 2.1073  -0.108
H31 2.5823 6.2450 0.3879  0.077
H32 1.7755 4.9601 1.3121  0.068
H33 1.5235 6.6592 1.6959  0.082
H34 4.1580 5.7396 1.5194  0.076
C10 -3.0689 5.9631 3.6319  -0.159
O10 -2.4449 7.0284 4.3472  -0.129
H35 -2.4406 5.3974 2.9440  0.068
H36 -3.6015 5.3083 4.3216  0.076
H37 -3.8050 6.4887 3.0235  0.072
H38 -2.5841 7.0075 5.2968  0.072

Cartesian forces (eV/Å) of the 2 atoms listed first:
0.006 0.137 -0.031
2.564 -0.562 -1.785

5.
2 unconnected molecules or ions with the total composition C3H12NO. Source: OMol25; level of theory: ωB97M-V with the def2-TZVPD basis set.

The energy above the lowest of the compared OMol25 structures with the same formula, charge and spin is 65.0 kJ/mol. The value obtained for the HOMO energy is -15.131 eV. The multiplicity is 1. As for the total charge: +1.

Last column: Löwdin charge in e.
Element x y z (Å)
C1 -1.7998 -0.7507 -1.1472  -0.011
N1 -0.4725 -1.4453 -1.2124  0.129
H1 -2.5347 -1.3484 -1.6646  0.097
H2 -2.0706 -0.6218 -0.1067  0.098
H3 -1.7034 0.2038 -1.6478  0.101
H4 -0.2334 -1.6640 -2.1844  0.169
H5 -0.4888 -2.3169 -0.6862  0.165
H6 0.3112 -0.8435 -0.8114  0.096
C2 1.1434 0.3321 1.3085  -0.250
O1 1.5500 -0.1345 -0.0100  -0.111
C3 0.5937 1.7440 1.2661  -0.066
H7 0.3908 -0.3783 1.6368  0.111
H8 2.0192 0.2862 1.9549  0.122
H9 1.9097 0.6224 -0.4886  0.106
H10 -0.4252 1.7754 0.8921  0.071
H11 0.5865 2.1645 2.2631  0.087
H12 1.2239 2.3748 0.6377  0.086

Cartesian forces (eV/Å) of the 2 atoms listed first:
0.298 -0.095 -0.076
-0.033 0.196 -0.248

6.
A gas-phase ion, C6H17NOP (charge +1). Source: OMol25; level of theory: ωB97M-V with the def2-TZVPD basis set.

The energy above the lowest of the compared OMol25 structures with the same formula, charge and spin is 0.0 kJ/mol. The value obtained for the HOMO energy is -13.845 eV. The multiplicity is 1. As for the total charge: +1.

Last column: Löwdin charge in e.
Element x y z (Å)
C1 -2.6693 -0.2374 -0.5827  -0.033
C2 -1.3440 -0.1723 0.1134  -0.701
C3 -1.3115 1.0818 0.9182  -0.033
N1 -1.1848 -1.3006 1.0123  0.179
C4 -0.2748 -0.1531 -0.9278  -0.097
P1 1.5711 -0.0364 0.0455  0.825
C5 2.8001 -1.1006 -0.8320  -0.136
C6 2.0935 1.7151 0.0527  -0.142
O1 1.2055 -0.6171 1.4500  -0.368
H1 -2.7851 -1.0864 -1.2618  0.101
H2 -2.8135 0.6737 -1.2268  0.121
H3 -3.4978 -0.1056 0.0775  0.088
H4 -0.3646 1.2013 1.4989  0.085
H5 -2.0311 1.0667 1.6867  0.087
H6 -1.3989 1.8926 0.1867  0.115
H7 -1.1723 -2.1322 0.3979  0.173
H8 -1.7305 -1.2363 1.8445  0.157
H9 0.0059 -1.2209 1.1577  0.090
H10 -0.1460 0.8141 -1.4076  0.093
H11 -0.3134 -0.9779 -1.5512  0.072
H12 2.3121 -2.0901 -0.7511  0.066
H13 2.8254 -0.9153 -1.9014  0.068
H14 3.6196 -1.1673 -0.2384  0.017
H15 1.8411 2.1930 -0.8275  0.027
H16 1.5794 2.1569 0.9375  0.074
H17 3.1839 1.7544 0.1287  0.070

Cartesian forces (eV/Å) of the 2 atoms listed first:
-0.701 1.300 -1.857
-1.131 1.331 -0.389

Which of these has the highest HOMO energy?
C36H40B3F5O4